# C28H55N4O4

A cluster of 2 separate species, C28H55N4O4 in total at a distorted geometry (the ωB97M-V functional and the def2-TZVPD basis, the OMol25 dataset).

Summary:
- HOMO: -10.808 eV
- F_max: 0.0915 hartree/bohr
- E: -44065.577 eV
- Charge: +1

Geometry as XYZ:
```
91
Properties=species:S:1:pos:R:3:forces:R:3
C -0.177764 -2.317979 5.017494 -1.354 -0.372 -0.006
C -0.439668 -1.145946 5.185350 -0.240 1.430 -0.029
C -0.711968 0.398245 5.274281 0.180 -2.134 0.441
N 0.318520 1.022569 4.365923 -1.543 0.247 -0.632
C 0.032752 1.025115 3.092977 -1.012 1.234 -4.428
N 0.843529 1.511284 1.970977 1.254 -2.489 3.600
C 0.837480 0.259637 1.102128 0.050 -1.055 -0.918
C 1.343927 0.379053 -0.385362 -0.336 -0.210 0.693
C 2.892447 0.670103 -0.534773 -0.173 -0.230 -1.189
C 3.358423 0.066569 -1.945725 -0.054 -0.603 -0.883
C 2.310496 0.338575 -3.116703 -0.169 0.041 0.247
C 3.567970 -1.530171 -1.880616 -0.466 0.671 0.517
C -0.658918 -0.305352 1.338368 1.222 -1.461 0.393
C -1.557307 -0.613071 0.082917 0.047 -0.153 -0.801
C -1.344521 -2.099876 -0.493072 -1.086 0.590 0.353
C -1.677867 -3.233449 0.571184 0.225 -0.958 -0.772
C -0.647055 -4.467803 0.497787 -1.220 0.230 0.054
C -0.327888 -4.931031 -0.984787 0.242 -0.130 0.273
C -1.595708 -5.142315 -1.914408 0.267 -0.157 0.161
O -1.208049 -5.057534 -3.301246 -0.590 0.914 0.730
C -1.209925 -3.700188 -3.769807 0.771 0.059 -1.092
N -1.185744 0.536575 2.447512 1.125 0.406 1.596
C -2.183417 1.596899 2.118871 -0.850 0.358 -0.522
C -3.644874 1.002050 2.336547 0.679 -0.361 -0.188
C -4.311787 1.357848 3.741280 0.139 -1.076 -0.442
C -4.799655 -0.022994 4.377659 -1.067 1.390 -0.616
O -5.994563 -0.229135 4.385903 1.521 -0.472 0.415
O -3.824890 -0.900630 4.832230 -1.186 0.694 -0.277
C -4.411630 -1.976668 5.623823 -0.051 -1.581 1.383
C -3.343735 -3.091944 5.992896 0.792 1.580 -0.986
H -0.353708 -3.416232 4.880433 0.832 1.686 0.230
H -1.756816 0.646123 4.913941 1.415 -0.498 0.304
H -0.615851 0.749377 6.337785 0.229 -0.205 -1.212
H 1.194289 1.419262 4.718544 -0.446 -0.290 -0.158
H 1.794197 1.438105 2.385958 -0.189 1.169 -0.792
H 1.557657 -0.467740 1.603165 -0.904 0.730 -0.597
H 1.158106 -0.638919 -0.860724 0.098 1.170 0.779
H 0.672403 1.100337 -0.932241 0.994 -0.536 0.418
H 3.089859 1.779474 -0.536038 -0.147 -1.100 0.201
H 3.514032 0.147837 0.262379 -0.880 0.763 -0.746
H 4.334671 0.528330 -2.297459 -1.142 -0.368 0.769
H 1.941144 1.402513 -3.078583 0.536 -0.951 -0.359
H 1.391577 -0.330465 -3.042700 1.131 0.740 0.075
H 2.771391 0.096454 -4.122917 -0.442 0.479 1.181
H 3.469609 -1.851660 -0.798877 0.326 0.100 -1.180
H 4.577807 -1.842031 -2.284345 -1.317 0.259 0.440
H 2.714963 -2.017470 -2.447693 1.242 0.316 0.553
H -0.420143 -1.278104 1.881862 -0.715 0.877 -0.995
H -2.668266 -0.523552 0.266220 1.293 0.039 0.233
H -1.336084 0.101090 -0.775393 -0.224 -0.700 1.183
H -2.130452 -2.196250 -1.309678 1.148 0.203 0.836
H -0.349851 -2.211960 -1.005685 -0.857 0.052 0.795
H -1.756603 -2.865981 1.634574 0.163 -0.222 -1.097
H -2.688851 -3.681662 0.305530 1.098 0.777 0.432
H -1.188735 -5.331058 1.001948 0.848 0.944 -0.389
H 0.261551 -4.209181 1.114579 -0.683 -0.447 -0.888
H 0.210198 -5.929175 -0.906905 -0.551 1.243 -0.243
H 0.378849 -4.219833 -1.514585 -0.813 -0.747 0.678
H -2.431524 -4.401553 -1.755445 0.873 -0.640 0.139
H -2.019097 -6.170306 -1.736965 0.422 0.986 -0.302
H -2.101451 -3.098336 -3.432444 0.758 -0.724 -0.240
H -0.248784 -3.146335 -3.498238 -1.153 -0.606 -0.059
H -1.209709 -3.766919 -4.903459 -0.120 0.129 1.389
H -1.986985 2.527785 2.732068 -0.293 -1.088 -0.499
H -2.074000 1.922232 1.032317 0.082 -0.449 1.299
H -3.529843 -0.128758 2.280498 -0.070 1.415 0.048
H -4.298142 1.267617 1.445065 0.634 -0.026 1.344
H -3.630251 1.883448 4.468216 -0.495 -0.436 -0.903
H -5.211786 2.007353 3.515891 0.981 -0.970 0.792
H -5.253605 -2.488501 5.081314 0.693 0.993 0.532
H -4.738084 -1.507481 6.600543 -0.107 -0.567 -1.244
H -2.501511 -2.560131 6.542063 -1.039 -0.997 -0.398
H -2.888907 -3.454725 5.020135 -0.582 0.103 1.133
H -3.768978 -3.945490 6.584343 0.269 1.033 -0.598
C 3.747776 6.575910 -5.684382 0.130 0.230 -0.080
C 3.006943 6.241380 -4.393601 0.022 -0.314 -0.294
C 3.618361 5.055617 -3.621458 -0.188 0.092 0.190
O 3.323434 3.777754 -4.173633 0.295 0.180 0.157
C 4.149043 3.403730 -5.264865 -0.289 -0.211 -0.069
N 1.591090 6.010381 -4.704438 0.039 -0.181 0.282
H 3.523175 5.876129 -6.490648 -0.025 -0.027 0.100
H 3.459865 7.568562 -6.038067 -0.035 -0.103 0.048
H 4.829475 6.581190 -5.527209 -0.039 -0.018 -0.014
H 3.075286 7.120152 -3.744209 -0.026 -0.095 0.074
H 3.181878 5.047681 -2.616983 -0.056 -0.075 -0.068
H 4.700482 5.177543 -3.488212 0.034 -0.001 -0.150
H 5.171398 3.774781 -5.153966 -0.037 0.081 -0.009
H 3.716449 3.755341 -6.203619 0.209 0.044 -0.072
H 4.178536 2.313122 -5.306076 -0.021 0.042 0.097
H 1.079833 5.886885 -3.833017 -0.033 0.149 -0.069
H 1.524082 5.097876 -5.154222 0.003 0.165 -0.079
```
Positions in Å, forces in eV/Å.

Taken from the Mulliken analysis, the atomic charges in e are: atom 1 (C): 0.08, atom 2 (C): -0.52, atom 3 (C): 0.25, atom 4 (N): -0.05, atom 5 (C): -0.40, atom 6 (N): -0.43, atom 7 (C): 0.39, atom 8 (C): 0.22, atom 9 (C): -1.06, atom 10 (C): 0.40, atom 11 (C): -1.08, atom 12 (C): -1.03, atom 13 (C): -0.48, atom 14 (C): -0.93, atom 15 (C): 0.30, atom 16 (C): -0.48, atom 17 (C): -0.84, atom 18 (C): -0.17, atom 19 (C): -0.46, atom 20 (O): -0.42, atom 21 (C): -0.36, atom 22 (N): 1.26, atom 23 (C): -0.67, atom 24 (C): -0.46, atom 25 (C): -0.54, atom 26 (C): 0.23, atom 27 (O): -0.56, atom 28 (O): -0.03, atom 29 (C): -0.39, atom 30 (C): -0.77, atom 31 (H): 0.40, atom 32 (H): -0.44, atom 33 (H): 0.39, atom 34 (H): 0.30, atom 35 (H): 0.42, atom 36 (H): 0.23, atom 37 (H): -0.63, atom 38 (H): 0.40, atom 39 (H): 0.34, atom 40 (H): 0.36, atom 41 (H): 0.45, atom 42 (H): 0.17, atom 43 (H): 0.19, atom 44 (H): 0.36, atom 45 (H): 0.27, atom 46 (H): 0.33, atom 47 (H): 0.13, atom 48 (H): -0.16, atom 49 (H): 0.34, atom 50 (H): 0.23, atom 51 (H): 0.08, atom 52 (H): -0.27, atom 53 (H): 0.16, atom 54 (H): 0.50, atom 55 (H): 0.34, atom 56 (H): 0.25, atom 57 (H): 0.38, atom 58 (H): 0.00, atom 59 (H): 0.30, atom 60 (H): 0.32, atom 61 (H): 0.23, atom 62 (H): 0.02, atom 63 (H): 0.29, atom 64 (H): 0.50, atom 65 (H): 0.22, atom 66 (H): 0.11, atom 67 (H): 0.53, atom 68 (H): 0.28, atom 69 (H): 0.38, atom 70 (H): 0.32, atom 71 (H): 0.30, atom 72 (H): 0.19, atom 73 (H): 0.06, atom 74 (H): 0.39, atom 75 (C): -1.39, atom 76 (C): 0.35, atom 77 (C): -0.78, atom 78 (O): -0.25, atom 79 (C): -0.73, atom 80 (N): -0.73, atom 81 (H): 0.29, atom 82 (H): 0.35, atom 83 (H): 0.34, atom 84 (H): 0.41, atom 85 (H): 0.33, atom 86 (H): 0.41, atom 87 (H): 0.35, atom 88 (H): 0.26, atom 89 (H): 0.20, atom 90 (H): 0.26, atom 91 (H): 0.33

---

# C14H9ClO2S

An isolated molecule of C14H9ClO2S at a distorted geometry (the ωB97M-V functional and the def2-TZVPD basis, the OMol25 dataset).

Summary:
- HOMO: -8.497 eV
- F_max: 0.1203 hartree/bohr
- E: -42110.265 eV

Geometry as XYZ:
```
27
Properties=species:S:1:pos:R:3:forces:R:3
O -3.298665 -1.206982 -3.845833 2.173 1.127 0.702
Cl -4.109710 0.424322 0.340099 0.533 -0.433 -0.862
C 4.076904 1.167181 7.530982 -0.940 -0.885 -4.253
C 3.882419 0.909455 6.328039 0.107 0.808 1.587
C 3.529382 0.697172 4.944975 0.624 -0.124 2.717
C 3.092644 0.334690 3.881282 -0.572 0.247 0.652
C -0.514465 -0.304715 0.168838 -1.012 0.469 -1.051
C -1.590144 -0.261163 -0.417391 1.271 -0.091 1.312
O -1.974042 0.432885 -3.135048 1.137 2.432 2.128
S 0.547592 -0.054998 2.636369 2.989 0.222 -0.546
C -2.194557 -0.606656 -3.829763 -4.019 -3.946 -2.564
C 2.389622 0.026647 2.698988 -0.576 0.447 0.507
C 0.735358 -0.164265 0.901741 -2.391 -0.776 0.283
C 3.011594 -0.028408 1.493351 -1.245 -0.261 -0.687
C 1.999071 -0.231425 0.467865 1.801 0.376 -0.747
C -1.187266 -1.037920 -4.829483 2.568 2.162 -1.503
C -2.960777 -0.169087 -0.954573 0.356 0.890 -1.175
C -3.021430 0.807817 -2.201921 1.526 -0.215 1.305
H 4.079140 1.406193 8.567259 0.249 -0.059 0.033
H 4.104358 0.144159 1.365918 -1.164 -0.409 0.005
H 2.225941 -0.392254 -0.581773 -0.018 0.145 0.150
H -0.166233 -0.478754 -4.690766 -1.869 -1.067 -0.249
H -1.000918 -2.099137 -4.878972 -0.203 -0.275 0.435
H -1.568599 -0.763889 -5.873619 0.385 -0.200 1.505
H -3.292840 -1.106939 -1.409952 -0.167 -0.110 0.784
H -3.893242 0.704234 -2.751783 -2.042 -0.365 -0.492
H -2.901138 1.851837 -1.924827 0.497 -0.109 0.024
```
Positions in Å, forces in eV/Å.

Taken from the Mulliken analysis, the atomic charges in e are: atom 1 (O): -0.61, atom 2 (Cl): -0.19, atom 3 (C): -0.15, atom 4 (C): -0.60, atom 5 (C): 0.69, atom 6 (C): -0.06, atom 7 (C): -0.23, atom 8 (C): -0.21, atom 9 (O): -0.40, atom 10 (S): -0.11, atom 11 (C): 0.84, atom 12 (C): -0.26, atom 13 (C): 0.46, atom 14 (C): -0.40, atom 15 (C): -0.61, atom 16 (C): -0.96, atom 17 (C): 0.19, atom 18 (C): -0.73, atom 19 (H): 0.44, atom 20 (H): 0.38, atom 21 (H): 0.44, atom 22 (H): 0.26, atom 23 (H): 0.32, atom 24 (H): 0.25, atom 25 (H): 0.35, atom 26 (H): 0.51, atom 27 (H): 0.37

---

# C2H2BrClNO2

A structure of composition C2H2BrClNO2 at a distorted geometry (the ωB97M-V functional and the def2-TZVPD basis, the OMol25 dataset).

Summary:
- HOMO: -4.312 eV
- F_max: 0.1042 hartree/bohr
- E: -90255.593 eV
- Charge: -1

Geometry as XYZ:
```
9
Properties=species:S:1:pos:R:3:forces:R:3
C -1.504753 -0.052620 0.651043 0.502 0.779 -1.746
C 1.266286 0.231199 0.021851 -4.688 -1.919 -1.742
N -0.439159 -0.498486 -0.252109 4.799 -0.262 -0.290
O -1.244836 -0.205524 1.816829 0.724 -0.221 2.639
O -2.443779 0.375278 0.018401 -2.594 0.826 -0.017
Cl -0.941087 -0.599893 -1.906722 0.870 0.385 0.051
Br 2.512273 -0.387284 -1.182217 0.959 -0.913 -1.265
H 1.520472 -0.118192 0.950458 0.090 -0.660 2.249
H 1.274585 1.255522 -0.117533 -0.662 1.985 0.121
```
Positions in Å, forces in eV/Å.

Taken from the Mulliken analysis, the atomic charges in e are: atom 1 (C): 0.60, atom 2 (C): -0.43, atom 3 (N): -0.14, atom 4 (O): -0.68, atom 5 (O): -0.69, atom 6 (Cl): -0.17, atom 7 (Br): -0.12, atom 8 (H): 0.33, atom 9 (H): 0.30

---

In the order shown, the computed E_LUMO values come out to -3.5 -0.3 3.1 eV.